(1)
Entry from the Open Molecules 2025 dataset: a molecular structure, C19H43CrN4O21 (the ωB97M-V functional and the def2-TZVPD basis).

The geometry in XYZ format:
```
88
C19H43CrN4O21, DFT the ωB97M-V functional and the def2-TZVPD basis
Cr 0.5508 -1.1581 -2.7697
C 2.7879 -0.9022 0.2938
C 1.2736 -1.3036 0.4938
C 0.5139 -0.4028 1.3553
O 0.6190 -1.4778 -0.6976
H 3.2985 -1.0825 1.2398
H 2.9493 0.1006 -0.1017
H 3.3419 -1.4480 -0.4699
H 1.4110 -2.2652 0.9884
H 1.0984 -0.3495 2.2738
H -0.5014 -0.7568 1.5339
H 0.3672 0.5767 0.9001
C 0.5631 4.2530 0.2379
O 0.3875 4.4850 1.7192
C -0.5115 5.3821 2.1959
O -1.1716 6.1128 1.5189
O -0.5648 5.4379 3.5166
C -1.5168 6.2891 4.1953
H 0.1079 3.2943 -0.0108
H 1.5968 4.3591 -0.0913
H -0.0005 5.0174 -0.2970
H -1.2476 7.3273 4.0014
H -1.7113 6.0833 5.2479
H -2.4967 6.0042 3.8122
C -2.5602 1.4692 -0.8464
O -3.2103 1.1732 -1.9858
C -2.4695 0.5945 -2.8832
O -1.3469 0.1524 -2.8309
O -3.1598 0.6282 -4.0365
C -2.6368 0.0634 -5.2531
H -1.9524 0.6336 -0.4994
H -3.2819 1.7754 -0.0892
H -1.8463 2.2866 -0.9473
H -1.5750 0.3089 -5.2371
H -3.1103 0.4756 -6.1442
H -2.7966 -1.0131 -5.1925
C 4.2947 -0.0646 -3.2174
O 3.7253 1.1306 -3.7171
C 2.3847 1.3764 -3.4371
O 1.6457 0.7028 -2.6398
O 2.1177 2.5161 -4.0396
C 0.8469 3.1698 -3.7464
H 3.6626 -0.5162 -2.4528
H 5.2270 0.1675 -2.7026
H 4.6510 -0.7191 -4.0128
H 0.8926 3.5300 -2.7187
H 0.0401 2.4375 -3.7169
H 0.6824 4.0039 -4.4285
C 0.5145 -5.0501 -1.8341
O -0.7897 -5.1282 -2.4393
C -1.1672 -4.1551 -3.2256
O -0.6960 -3.0052 -3.2807
O -2.3235 -4.5854 -3.7194
C -3.2453 -3.6446 -4.3099
H 1.2947 -5.3428 -2.5368
H 0.5700 -5.7560 -1.0055
H 0.8059 -4.1408 -1.3083
H -4.2022 -3.7140 -3.7925
H -3.5794 -3.9957 -5.2863
H -2.9754 -2.5891 -4.2750
C 1.5118 -4.0445 3.7066
N 2.0736 -4.3981 5.0295
O 1.2864 -4.8466 5.8749
O 3.2717 -4.3579 5.3152
H 0.9890 -4.8926 3.2645
H 2.2512 -3.8092 2.9411
H 0.7406 -3.2859 3.5725
C -2.2885 -2.8191 0.1800
N -3.5444 -3.0109 -0.6103
O -4.0812 -4.1421 -0.5166
O -4.0208 -2.0960 -1.2543
H -1.4952 -3.1240 -0.5025
H -2.3639 -3.5245 1.0075
H -2.1286 -1.7807 0.4704
C 4.3957 1.1157 4.0148
N 4.2181 -0.1654 4.6691
O 5.2007 -0.8094 4.9840
O 3.1244 -0.2800 5.2452
H 3.8824 1.8524 4.6328
H 3.8286 1.0457 3.0866
H 5.4518 1.3206 3.8391
C -1.9956 2.1015 3.3856
N -3.2330 2.9566 3.4036
O -3.9888 3.0373 4.3612
O -3.4054 3.6290 2.4316
H -1.5713 2.1115 4.3896
H -1.3115 2.3685 2.5801
H -2.3735 1.0960 3.2010
```

The net charge is +1. The calculation puts the HOMO energy (alpha / beta) at -12.019 / -12.194 eV. The multiplicity is 5. For the HOMO-LUMO gap (alpha / beta), the calculation gives 7.718 / 8.209 eV. As for the expectation value of S²: 6.024.

Atom-resolved charges from Löwdin, all expressed in e:
1 Cr 1.016
2 C -0.037
3 C -0.593
4 C -0.061
5 O -0.319
6 H 0.071
7 H 0.066
8 H 0.059
9 H 0.111
10 H 0.089
11 H 0.065
12 H 0.079
13 C 0.005
14 O -0.026
15 C -0.633
16 O 0.126
17 O -0.014
18 C -0.007
19 H 0.060
20 H 0.089
21 H 0.085
22 H 0.104
23 H 0.098
24 H 0.088
25 C -0.060
26 O 0.083
27 C -0.574
28 O 0.050
29 O 0.021
30 C 0.011
31 H 0.090
32 H 0.116
33 H 0.099
34 H 0.089
35 H 0.111
36 H 0.071
37 C -0.033
38 O 0.022
39 C -0.434
40 O -0.031
41 O 0.052
42 C 0.038
43 H 0.063
44 H 0.108
45 H 0.107
46 H 0.091
47 H 0.084
48 H 0.115
49 C -0.006
50 O 0.053
51 C -0.547
52 O 0.015
53 O 0.053
54 C 0.000
55 H 0.108
56 H 0.105
57 H 0.077
58 H 0.102
59 H 0.107
60 H 0.061
61 C 0.014
62 N -0.402
63 O 0.048
64 O 0.067
65 H 0.095
66 H 0.082
67 H 0.090
68 C 0.064
69 N -0.407
70 O 0.055
71 O 0.067
72 H 0.077
73 H 0.109
74 H 0.079
75 C 0.024
76 N -0.439
77 O 0.085
78 O 0.028
79 H 0.109
80 H 0.086
81 H 0.106
82 C 0.056
83 N -0.444
84 O 0.070
85 O 0.060
86 H 0.107
87 H 0.080
88 H 0.094



(2)
Entry from the Open Molecules 2025 dataset: a molecular structure, C30H25N3O3S3Te4W (the ωB97M-V functional and the def2-TZVPD basis).

The geometry in XYZ format:
```
69
C30H25N3O3S3Te4W, DFT the ωB97M-V functional and the def2-TZVPD basis
W -0.3635 -2.1590 -0.4561
C 3.0078 -3.0247 1.3106
O 1.7328 -2.3731 1.2824
C 1.3338 -1.6944 2.4609
C 2.0530 -1.7172 3.6388
C 1.5819 -1.0354 4.7500
C 0.3908 -0.3348 4.6840
C -0.3365 -0.3138 3.5130
C 0.1058 -1.0071 2.3843
N -0.6282 -0.9967 1.1776
N -1.3270 0.1898 1.0761
C -2.1139 0.5068 0.0535
C -2.2316 -0.1407 -1.2088
O -1.4218 -1.1871 -1.5068
C -3.2040 0.2306 -2.1392
C -4.0534 1.2757 -1.8951
C -3.9371 2.0153 -0.6971
C -4.7955 3.0949 -0.4122
C -4.7064 3.7723 0.7752
C -3.7211 3.4345 1.7074
C -2.8615 2.3962 1.4501
C -2.9657 1.6555 0.2676
H 2.9787 -3.8770 1.9961
H 3.7913 -2.3204 1.5876
H 3.1921 -3.3795 0.2940
H 2.9789 -2.2623 3.7034
H 2.1460 -1.0818 5.6684
H 0.0281 0.2037 5.5458
H -1.2706 0.2228 3.4438
H -3.2643 -0.3548 -3.0488
H -4.8062 1.5347 -2.6253
H -5.5370 3.3670 -1.1491
H -5.3931 4.5761 0.9944
H -3.6370 3.9911 2.6297
H -2.0805 2.1379 2.1486
Te -0.6133 -4.1421 0.9483
Te -0.8751 -6.2052 2.6810
Te -1.6884 -3.9647 -1.9262
Te 0.9982 -3.5721 -2.1983
O 1.0536 -1.0209 -0.7643
C 1.7424 0.0717 -1.3160
C 0.7259 0.9070 -2.0700
C 0.1205 0.5581 -3.2462
C -0.8510 1.4952 -3.6625
C -0.9674 2.5326 -2.7947
S 0.0943 2.3932 -1.4540
C 2.8153 -0.3674 -2.2911
C 3.2938 0.3162 -3.3658
C 4.4042 -0.3162 -3.9668
C 4.7565 -1.4653 -3.3422
S 3.7478 -1.7939 -1.9986
C 2.4285 0.8834 -0.2328
C 1.8929 1.4302 0.8934
C 2.8456 2.1312 1.6687
C 4.0829 2.1097 1.1176
S 4.1234 1.2241 -0.3501
H 0.3803 -0.3209 -3.8177
H -1.4251 1.4056 -4.5662
H -1.6328 3.3706 -2.8376
H 2.8687 1.2389 -3.7190
H 4.9164 0.0823 -4.8225
H 5.5416 -2.1519 -3.5817
H 0.8539 1.3608 1.1677
H 2.5998 2.6241 2.5920
H 4.9921 2.5546 1.4663
N -3.1807 -2.2067 0.4923
H -3.5786 -3.0745 0.8751
H -3.8414 -1.9095 -0.2293
H -3.2909 -1.5257 1.2490
```

The calculation puts the HOMO energy (alpha / beta) at -6.512 / -7.017 eV. The multiplicity is 3. For the HOMO-LUMO gap (alpha / beta), the calculation gives 4.903 / 5.122 eV. As for the expectation value of S²: 2.243.

Atom-resolved charges from Löwdin, all expressed in e:
1 W 0.690
2 C -0.078
3 O -0.317
4 C -0.219
5 C -0.017
6 C -0.078
7 C -0.085
8 C -0.020
9 C -0.233
10 N -0.204
11 N 0.071
12 C -0.237
13 C -0.313
14 O -0.466
15 C -0.028
16 C -0.027
17 C -0.176
18 C -0.035
19 C -0.086
20 C -0.075
21 C -0.024
22 C -0.110
23 H 0.103
24 H 0.102
25 H 0.042
26 H 0.107
27 H 0.104
28 H 0.102
29 H 0.100
30 H 0.129
31 H 0.115
32 H 0.110
33 H 0.101
34 H 0.102
35 H 0.099
36 Te 0.269
37 Te 0.005
38 Te 0.435
39 Te 0.395
40 O -0.448
41 C -0.524
42 C -0.437
43 C -0.120
44 C -0.177
45 C -0.384
46 S 1.119
47 C -0.532
48 C -0.125
49 C -0.162
50 C -0.380
51 S 0.948
52 C -0.449
53 C -0.149
54 C -0.165
55 C -0.395
56 S 1.083
57 H 0.123
58 H 0.108
59 H 0.069
60 H 0.128
61 H 0.105
62 H 0.066
63 H 0.091
64 H 0.104
65 H 0.059
66 N -0.033
67 H 0.033
68 H 0.041
69 H 0.050



(3)
Entry from the Open Molecules 2025 dataset: C18H25N3O2 in the gas phase (the ωB97M-V functional and the def2-TZVPD basis).

The geometry in XYZ format:
```
48
C18H25N3O2, DFT the ωB97M-V functional and the def2-TZVPD basis
C 3.5595 0.9462 0.7143
N 2.5823 -0.0919 0.8841
C 1.8147 -0.2850 1.9981
C 0.9124 -1.2926 1.7994
C -0.1727 -1.7037 2.7444
C -1.3817 -0.8395 2.3930
O -1.5619 0.2631 2.8666
N -2.2061 -1.3928 1.4758
C -3.2553 -0.6513 0.8138
C -2.9682 -0.4832 -0.6811
C -1.6064 0.1574 -0.9944
N -1.7040 1.6048 -1.1190
C -0.8784 2.1650 -2.1757
C 0.6094 2.1684 -1.8052
O 0.8351 2.9043 -0.6202
C 0.0508 2.4100 0.4516
C -1.4409 2.3471 0.1071
C 1.1165 -1.7543 0.4638
C 0.5302 -2.7436 -0.3273
C 0.9645 -2.9021 -1.6230
C 1.9810 -2.1008 -2.1512
C 2.5968 -1.1315 -1.3904
C 2.1645 -0.9644 -0.0790
H 3.1480 1.7767 0.1321
H 3.8587 1.3203 1.6918
H 4.4383 0.5533 0.2008
H 1.9609 0.3174 2.8742
H -0.4033 -2.7646 2.6447
H 0.1242 -1.4847 3.7697
H -1.9507 -2.2744 1.0593
H -4.2074 -1.1789 0.9429
H -3.3242 0.3134 1.3172
H -2.9997 -1.4715 -1.1467
H -3.7524 0.1280 -1.1265
H -0.8788 -0.1513 -0.2341
H -1.2579 -0.2414 -1.9503
H -1.0355 1.6045 -3.0989
H -1.2054 3.1976 -2.3328
H 1.2051 2.6559 -2.5797
H 0.9614 1.1314 -1.6785
H 0.2203 3.0891 1.2878
H 0.4000 1.4086 0.7368
H -1.9685 1.8921 0.9428
H -1.8223 3.3618 -0.0431
H -0.2452 -3.3834 0.0707
H 0.5165 -3.6595 -2.2494
H 2.2901 -2.2507 -3.1750
H 3.3857 -0.5194 -1.8012
```

The structure (SMILES) is Cn1cc(CC(=O)NCCCN2CCOCC2)c2ccccc21. The calculation puts the HOMO energy at -7.832 eV. The energy relative to the best compared isomer or geometry (same formula, charge and spin) is 177.2 kJ/mol. The multiplicity is 1. For the HOMO-LUMO gap, the calculation gives 8.596 eV.

Atom-resolved charges from Löwdin, all expressed in e:
1 C -0.010
2 N -0.098
3 C -0.021
4 C -0.176
5 C -0.044
6 C -0.497
7 O 0.058
8 N 0.067
9 C -0.176
10 C -0.144
11 C -0.185
12 N -0.158
13 C -0.163
14 C -0.189
15 O -0.143
16 C -0.177
17 C -0.142
18 C -0.139
19 C -0.039
20 C -0.099
21 C -0.094
22 C -0.025
23 C -0.191
24 H 0.089
25 H 0.095
26 H 0.093
27 H 0.139
28 H 0.117
29 H 0.125
30 H 0.124
31 H 0.118
32 H 0.109
33 H 0.104
34 H 0.113
35 H 0.099
36 H 0.120
37 H 0.120
38 H 0.124
39 H 0.124
40 H 0.107
41 H 0.131
42 H 0.097
43 H 0.100
44 H 0.126
45 H 0.103
46 H 0.098
47 H 0.099
48 H 0.108



The evaluated strongest force on any atom for the records listed, in turn: 4.26, 5.35, 0.61 eV Å⁻¹.
The evaluated E for the records listed, in turn: -97758.889, -105628.881, -27637.463 eV.